[1]
Density functional theory data (ωB97M-V/def2-TZVPD) for a cluster of 2 separate species, CH6N9 in total.

Each line ends with the Löwdin spin population.
CARTESIAN COORDINATES (ANGSTROEM)
1 C 1.481 -0.175 -0.309  0.01
2 N -2.849 0.325 -0.617  0.22
3 N -2.414 1.197 0.176  0.01
4 N -2.306 -0.796 -0.360  0.25
5 N -1.489 0.657 0.985  0.36
6 N 1.549 0.999 -0.364  0.04
7 N -1.353 -0.527 0.602  0.39
8 N 2.050 -1.347 -0.405  0.02
9 N -0.505 -1.372 0.892  0.62
10 N 1.387 2.255 -0.235  0.03
11 H 2.649 -1.772 -1.152  0.00
12 H 1.441 -2.062 0.189  0.00
13 H 0.195 -1.149 1.617  0.02
14 H -2.515 -1.626 -0.830  0.01
15 H 0.810 2.732 -0.903  0.00
16 H 1.868 2.662 0.715  0.00

Results
- Gap between HOMO and LUMO (spin up / spin down): 5.57 / 8.38 eV
- E_HOMO (spin up / spin down): -9.56 / -14.47 eV
- 2S+1: 3
- Charge: +1
- DFT total energy: -14527.3633 eV

---

[2]
Density functional theory data (ωB97M-V/def2-TZVPD) for a structure of composition C4H7N2O9OsS.

Each line ends with the Mulliken charge.
CARTESIAN COORDINATES (ANGSTROEM)
1 Os 0.880 0.660 -1.081  1.50
2 N -0.310 -0.989 -0.656  -0.67
3 C 0.384 -1.996 0.216  -0.55
4 C 0.578 -1.421 1.613  -0.37
5 C 0.985 0.028 1.559  0.63
6 O 0.597 0.879 2.323  -0.65
7 O 1.822 0.336 0.547  -0.62
8 H -1.161 -0.667 -0.190  0.22
9 H -0.594 -1.436 -1.527  0.42
10 H 1.333 -2.232 -0.261  0.31
11 H -0.218 -2.903 0.256  0.45
12 H 1.370 -1.969 2.128  0.40
13 H -0.323 -1.498 2.219  0.33
14 O -1.530 2.596 1.676  -0.38
15 S -1.771 1.345 2.305  1.15
16 O -1.945 1.240 3.698  -0.38
17 O 0.320 2.304 -1.095  -0.47
18 O -2.034 0.222 1.461  -0.50
19 O 1.795 -0.771 -2.327  -0.56
20 C 1.071 -0.455 -3.316  0.23
21 O 0.199 0.427 -3.100  -0.54
22 H 1.202 -0.923 -4.291  0.42
23 O -1.261 4.143 -0.986  0.04
24 N -1.387 3.079 -1.168  0.58

Results
- Gap between HOMO and LUMO: 7.32 eV
- Energy above the lowest of the compared OMol25 structures with the same formula, charge and spin: 15.2 kcal/mol
- E_HOMO: -13.00 eV
- Charge: +1
- DFT total energy: -38960.9198 eV

---

[3]
Density functional theory data (ωB97M-V/def2-TZVPD) for a structure of composition C3H2O3.

Each line ends with the Löwdin spin population.
CARTESIAN COORDINATES (ANGSTROEM)
1 C -0.289 -1.056 0.002  0.68
2 C -0.611 0.238 -0.065  0.56
3 C 1.414 0.215 -0.063  0.19
4 O 2.326 0.972 -0.021  0.15
5 O 1.168 -1.105 -0.143  0.17
6 O -1.719 0.962 -0.105  0.21
7 H -0.597 -2.094 0.108  0.03
8 H -1.692 1.868 0.287  0.00

Results
- Gap between HOMO and LUMO (spin up / spin down): 5.72 / 7.38 eV
- Energy above the lowest of the compared OMol25 structures with the same formula, charge and spin: 40.1 kcal/mol
- E_HOMO (spin up / spin down): -5.33 / -9.51 eV
- 2S+1: 3
- DFT total energy: -9278.2683 eV

---

[4]
Density functional theory data (ωB97M-V/def2-TZVPD) for a structure of composition C26H33N5O4OsP.

Each line ends with the Mulliken charge.
CARTESIAN COORDINATES (ANGSTROEM)
1 Os 0.345 -0.641 0.290  2.31
2 O 0.937 -2.090 3.609  -0.47
3 C -0.020 -1.864 2.941  -0.58
4 O -0.017 -0.737 2.114  -0.64
5 C -1.291 -2.623 2.906  1.17
6 C -1.703 -3.213 4.094  -0.67
7 C -2.920 -3.881 4.149  -0.70
8 C -3.717 -3.972 3.019  -0.72
9 C -3.297 -3.412 1.817  -0.36
10 C -2.082 -2.735 1.749  -0.02
11 P -1.525 -2.227 0.113  1.42
12 C -2.920 -1.414 -0.680  0.65
13 C -3.296 -1.681 -1.994  -0.59
14 C -4.346 -0.971 -2.566  -0.74
15 C -5.015 0.000 -1.833  -0.61
16 C -4.656 0.254 -0.512  -1.06
17 C -3.614 -0.452 0.067  -1.10
18 C -0.972 -3.682 -0.782  0.69
19 C -0.424 -3.547 -2.067  -0.27
20 C 0.027 -4.665 -2.745  -0.88
21 C -0.052 -5.921 -2.149  -0.76
22 C -0.580 -6.057 -0.875  -0.86
23 C -1.040 -4.942 -0.186  -0.87
24 H -1.079 -3.122 4.973  0.55
25 H -3.246 -4.324 5.081  0.47
26 H -4.668 -4.485 3.065  0.50
27 H -3.916 -3.516 0.934  0.56
28 H -2.804 -2.462 -2.560  0.66
29 H -4.659 -1.196 -3.577  0.54
30 H -5.841 0.538 -2.279  0.48
31 H -5.213 0.975 0.072  0.52
32 H -3.392 -0.316 1.123  0.70
33 H -0.357 -2.574 -2.538  0.49
34 H 0.434 -4.565 -3.742  0.51
35 H 0.297 -6.794 -2.684  0.46
36 H -0.642 -7.033 -0.413  0.48
37 H -1.455 -5.065 0.806  0.39
38 C -0.990 0.208 -4.257  -0.63
39 O -1.259 1.053 -3.090  -0.44
40 C -0.819 0.692 -1.945  0.72
41 O -0.158 -0.361 -1.730  -0.66
42 N -1.072 1.563 -0.943  -0.17
43 N -0.769 1.147 0.372  -0.67
44 H -1.466 0.726 -5.081  0.30
45 H -1.441 -0.767 -4.094  0.25
46 H 0.083 0.135 -4.408  0.34
47 H -1.686 2.355 -1.090  0.32
48 H -1.640 0.986 0.885  0.29
49 H -0.257 1.892 0.849  0.43
50 C 4.377 -2.411 1.050  -1.14
51 N 3.256 -1.776 0.331  0.14
52 C 2.011 -2.494 0.483  -1.21
53 C 3.276 -0.518 -0.115  0.95
54 N 2.071 0.149 -0.204  -0.12
55 N 4.395 0.101 -0.451  0.07
56 C 5.581 -0.595 -0.976  -1.15
57 C 4.467 1.565 -0.534  -1.23
58 H 4.004 -2.769 2.010  0.38
59 H 5.155 -1.682 1.244  0.46
60 H 4.782 -3.249 0.485  0.36
61 H 2.092 -3.498 0.048  0.50
62 H 1.188 -2.185 -0.265  0.22
63 H 1.743 -2.616 1.528  0.30
64 H 2.160 0.997 -0.753  0.33
65 H 5.360 -1.639 -1.173  0.39
66 H 6.422 -0.512 -0.289  0.38
67 H 5.851 -0.115 -1.916  0.41
68 H 3.785 2.029 0.175  0.46
69 H 4.270 1.914 -1.550  0.38
70 H 5.476 1.866 -0.263  0.38

Results
- Gap between HOMO and LUMO: 6.70 eV
- Energy above the lowest of the compared OMol25 structures with the same formula, charge and spin: 0.0 kcal/mol
- E_HOMO: -17.42 eV
- Charge: +3
- DFT total energy: -54868.9837 eV

---

[5]
Density functional theory data (ωB97M-V/def2-TZVPD) for a cluster of 3 separate species, C3H12N2O2 in total.

Each line ends with the Mulliken charge.
CARTESIAN COORDINATES (ANGSTROEM)
1 C -0.393 1.900 -0.699  -1.49
2 C -0.361 0.444 -0.248  -0.05
3 N 0.845 0.244 0.560  -0.38
4 C 1.110 -0.834 1.138  -0.09
5 N 0.298 -1.969 0.959  -0.40
6 H 0.538 2.179 -1.155  0.26
7 H -0.475 2.433 0.256  0.37
8 H -1.214 2.235 -1.332  0.36
9 H -0.357 -0.164 -1.170  0.25
10 H -1.229 0.189 0.365  0.36
11 H 1.938 -1.042 1.819  0.38
12 H 0.108 -2.129 -0.021  0.15
13 H 0.332 -2.780 1.550  0.22
14 O -2.338 -2.324 -1.019  -0.58
15 H -3.292 -2.214 -0.993  0.28
16 H -2.168 -3.104 -1.553  0.30
17 O 2.310 2.605 0.819  -0.71
18 H 1.714 1.796 0.810  0.48
19 H 2.634 2.535 -0.087  0.30

Results
- Gap between HOMO and LUMO: 9.83 eV
- Energy above the lowest of the compared OMol25 structures with the same formula, charge and spin: 29.4 kcal/mol
- E_HOMO: -9.41 eV
- Structure (SMILES): CC/N=C\N.O.O
- DFT total energy: -10380.2767 eV

---

[6]
Density functional theory data (ωB97M-V/def2-TZVPD) for a structure of composition C44H32Cl5N6Pt.

Each line ends with the Mulliken charge.
CARTESIAN COORDINATES (ANGSTROEM)
1 Pt 0.651 0.569 -0.638  1.06
2 N 9.184 0.447 5.077  -0.48
3 C 8.219 0.520 4.458  -0.16
4 C 7.004 0.614 3.685  0.56
5 C 6.006 1.504 4.072  -0.88
6 C 4.836 1.587 3.336  -0.44
7 C 4.655 0.787 2.210  0.14
8 C 5.669 -0.084 1.818  -0.21
9 C 6.837 -0.178 2.553  -0.88
10 C 3.395 0.868 1.425  1.28
11 C 2.185 0.667 2.073  -0.51
12 C 1.938 0.458 3.452  -0.50
13 C 0.580 0.583 3.638  -1.51
14 C 0.026 0.811 2.362  -0.74
15 N 0.963 0.823 1.426  0.10
16 C 3.486 1.301 0.093  -0.14
17 C 4.649 1.721 -0.580  -0.51
18 C 4.277 2.217 -1.817  -1.74
19 C 2.893 2.090 -1.882  -0.21
20 N 2.402 1.556 -0.755  0.52
21 H 6.152 2.130 4.941  0.47
22 H 4.072 2.299 3.618  0.62
23 H 5.530 -0.713 0.947  0.57
24 H 7.620 -0.862 2.256  0.47
25 H 2.686 0.252 4.200  0.73
26 H 0.033 0.519 4.565  0.50
27 H -1.011 0.990 2.120  0.78
28 H 5.645 1.684 -0.170  0.61
29 H 4.914 2.632 -2.581  0.50
30 H 2.234 2.373 -2.691  0.58
31 Cl 2.634 -1.194 -1.937  -0.03
32 C 1.598 -0.482 -3.141  0.86
33 C 0.505 0.247 -2.669  -1.91
34 C -0.430 0.608 -3.634  1.02
35 Cl -1.945 1.326 -3.201  -0.13
36 C -0.213 0.363 -4.998  -0.04
37 Cl -1.380 0.840 -6.161  -0.17
38 C 0.951 -0.270 -5.426  0.41
39 Cl 1.250 -0.518 -7.094  -0.16
40 C 1.861 -0.729 -4.480  0.06
41 Cl 3.268 -1.586 -4.950  -0.18
42 C -4.368 -2.420 -2.467  -1.27
43 C -5.114 -1.832 -1.299  0.86
44 C -6.494 -1.667 -1.326  -0.82
45 C -7.182 -1.126 -0.249  -0.75
46 C -6.495 -0.743 0.893  -0.83
47 C -5.118 -0.906 0.948  0.03
48 C -4.439 -1.435 -0.143  -0.33
49 N -3.019 -1.589 -0.084  0.71
50 C -2.132 -0.562 -0.117  0.15
51 N -2.648 0.667 -0.004  1.07
52 C -2.000 1.903 -0.116  0.52
53 C -0.684 2.046 -0.505  -0.26
54 C -0.143 3.307 -0.715  -0.48
55 C -0.918 4.434 -0.512  -1.34
56 C -2.228 4.294 -0.083  -1.00
57 C -2.787 3.043 0.113  1.24
58 C -4.215 2.901 0.574  -1.61
59 N -0.846 -0.802 -0.274  0.22
60 C -0.437 -2.190 -0.168  -1.08
61 C 0.015 -2.821 -1.321  -0.14
62 C 0.469 -4.128 -1.294  -1.09
63 C 0.469 -4.820 -0.095  -0.81
64 C -0.015 -4.207 1.049  -0.94
65 C -0.492 -2.897 1.045  1.65
66 C -1.054 -2.333 2.319  -0.99
67 H -5.028 -2.535 -3.324  0.44
68 H -3.971 -3.410 -2.225  0.34
69 H -3.529 -1.787 -2.764  0.19
70 H -7.037 -1.960 -2.217  0.41
71 H -8.256 -1.007 -0.301  0.42
72 H -7.025 -0.334 1.743  0.44
73 H -4.567 -0.651 1.846  0.51
74 H -2.639 -2.468 -0.407  0.30
75 H -3.655 0.702 0.045  -0.45
76 H 0.882 3.412 -1.035  0.44
77 H -0.496 5.417 -0.674  0.53
78 H -2.835 5.173 0.098  0.42
79 H -4.674 3.883 0.670  0.43
80 H -4.272 2.412 1.551  0.35
81 H -4.829 2.329 -0.129  0.33
82 H -0.028 -2.278 -2.253  0.78
83 H 0.818 -4.598 -2.205  0.51
84 H 0.825 -5.841 -0.052  0.44
85 H -0.031 -4.755 1.983  0.50
86 H -0.585 -2.808 3.180  0.53
87 H -2.129 -2.518 2.382  0.30
88 H -0.894 -1.263 2.397  -0.18

Results
- Gap between HOMO and LUMO: 6.79 eV
- E_HOMO: -10.61 eV
- Charge: +1
- DFT total energy: -120942.4841 eV